[1]
The following is a quantum chemistry calculation of a 11-piece molecular cluster, C20H66N4O11 overall, from OMol25.

ORCA input file:
```
! RIJCOSX wB97M-V def2-TZVPD def2/J DEFGRID3
* xyz 0 1
C -0.897 -2.739 5.301
O -0.216 -1.631 4.741
C 0.893 -1.187 5.517
C 1.742 -0.221 4.657
C 2.421 -1.059 3.552
N 2.742 0.437 5.491
H -1.209 -2.453 6.308
H -0.260 -3.630 5.335
H -1.706 -3.056 4.644
H 0.502 -0.620 6.377
H 1.426 -2.007 6.011
H 1.076 0.521 4.215
H 1.653 -1.375 2.846
H 3.013 -1.828 4.042
H 3.017 -0.391 2.925
H 2.258 0.694 6.351
H 3.430 -0.233 5.825
C 7.529 -4.784 -2.935
O 6.930 -4.072 -1.863
C 6.831 -2.709 -2.230
C 6.167 -1.924 -1.098
C 4.685 -2.320 -0.960
N 6.221 -0.448 -1.317
H 6.857 -4.814 -3.798
H 7.720 -5.828 -2.686
H 8.506 -4.355 -3.168
H 7.789 -2.239 -2.493
H 6.214 -2.721 -3.143
H 6.712 -2.204 -0.195
H 4.229 -2.084 -1.924
H 4.205 -1.753 -0.168
H 4.575 -3.384 -0.758
H 6.024 -0.343 -2.314
H 7.227 -0.275 -1.306
C -5.922 1.273 -2.984
O -4.870 0.388 -2.757
C -4.624 -0.565 -3.772
C -3.374 -1.397 -3.438
C -2.073 -0.586 -3.357
N -3.089 -2.431 -4.435
H -5.928 1.764 -3.968
H -5.857 2.083 -2.261
H -6.886 0.748 -2.976
H -5.462 -1.274 -3.731
H -4.588 -0.088 -4.757
H -3.585 -1.900 -2.493
H -2.131 0.147 -2.543
H -1.879 -0.082 -4.303
H -1.229 -1.188 -3.024
H -3.145 -2.036 -5.370
H -3.767 -3.187 -4.420
C -2.198 3.218 -3.894
O -2.546 4.276 -3.017
C -3.136 3.810 -1.805
C -2.095 3.781 -0.666
C -2.702 3.676 0.728
N -1.380 5.072 -0.706
H -3.062 2.582 -4.100
H -1.301 2.633 -3.676
H -1.948 3.742 -4.822
H -3.828 4.595 -1.488
H -3.634 2.846 -1.931
H -1.319 3.028 -0.824
H -1.990 3.814 1.543
H -3.232 2.760 1.010
H -3.462 4.454 0.866
H -2.055 5.842 -0.642
H -1.212 5.242 -1.701
C -0.432 0.518 0.702
C 0.710 0.623 -0.319
O 1.736 -0.252 0.084
H -0.726 -0.523 0.844
H -1.358 1.047 0.465
H -0.064 0.959 1.626
H 1.115 1.635 -0.304
H 0.317 0.426 -1.325
H 1.470 -1.180 -0.072
C -5.312 -1.096 0.260
C -4.037 -0.487 0.792
O -4.295 -0.031 2.118
H -5.241 -1.378 -0.794
H -6.202 -0.476 0.355
H -5.519 -2.054 0.744
H -3.720 0.382 0.204
H -3.223 -1.215 0.721
H -3.410 0.076 2.503
O 1.201 -2.873 -0.318
H 1.193 -3.156 -1.240
H 1.212 -3.691 0.190
O 4.321 0.962 0.096
H 3.515 0.468 0.320
H 4.913 0.331 -0.392
O 0.106 3.095 3.617
H -0.692 2.753 4.030
H 0.080 4.042 3.792
O 3.015 3.549 1.080
H 2.124 3.894 0.952
H 3.040 3.276 2.004
O -1.689 0.113 3.364
H -1.195 -0.583 3.852
H -1.749 0.846 3.983
*
```

Values from the calculation:
Frontier orbital gap in eV: 9.2
Energy in eV: -50290.2155
SMILES: COC[C@H](C)N.COC[C@H](C)N.COC[C@H](C)N.COC[C@H](C)N.CCO.CCO.O.O.O.O.O

Results of the Löwdin charge analysis, in e, for atoms 1 through 2:
1. C -0.08
2. O -0.24

---

[2]
The following is a quantum chemistry calculation of C28H15B4F9O39V as an isolated structure, from OMol25.

ORCA input file:
```
! RIJCOSX wB97M-V def2-TZVPD def2/J DEFGRID3
* xyz -1 3
O -42.668 -6.660 1.346
V -43.753 -7.727 1.550
O -36.754 -11.850 4.561
C -37.857 -11.391 4.829
O -38.554 -10.520 4.073
B -39.799 -10.167 4.802
O -39.870 -11.108 5.894
C -38.692 -11.636 6.071
O -38.379 -12.452 6.992
O -40.959 -10.176 3.863
C -41.483 -9.010 3.682
O -42.322 -8.617 2.859
C -40.655 -8.085 4.625
O -39.733 -8.729 5.269
O -40.811 -6.871 4.873
O -51.519 -6.318 2.845
C -50.387 -5.816 2.870
O -49.462 -5.734 1.893
B -48.332 -4.920 2.460
O -48.781 -4.410 3.801
C -49.948 -4.910 4.115
O -50.661 -4.644 5.130
O -47.216 -5.830 2.543
C -46.471 -5.668 1.554
O -45.411 -6.285 1.360
C -46.972 -4.410 0.792
O -48.019 -3.888 1.477
O -46.305 -3.935 -0.167
O -49.158 -8.854 8.553
C -48.486 -8.022 7.948
O -47.353 -8.299 7.353
B -46.765 -7.215 6.534
O -47.826 -6.139 6.692
C -48.886 -6.597 7.423
O -49.943 -6.008 7.655
O -45.416 -6.782 6.973
C -44.520 -6.875 6.125
O -43.341 -6.343 6.271
C -45.157 -7.501 4.885
O -46.509 -7.651 5.142
O -44.594 -7.630 3.822
O -45.647 -9.030 1.153
C -46.673 -9.439 1.638
O -47.109 -9.168 2.832
B -48.362 -9.877 3.076
O -48.629 -10.639 1.826
C -47.670 -10.360 0.999
O -47.511 -10.822 -0.107
O -49.393 -8.852 3.396
C -49.745 -9.064 4.640
O -50.677 -8.465 5.197
C -48.968 -10.283 5.238
O -48.175 -10.659 4.317
O -49.076 -10.753 6.369
C -37.548 -8.166 2.007
C -38.665 -7.554 1.205
O -38.541 -7.927 -0.098
C -39.498 -7.702 -0.980
O -40.603 -7.236 -0.720
C -39.237 -8.261 -2.426
F -38.265 -9.145 -2.453
F -40.359 -8.789 -2.884
F -38.983 -7.254 -3.242
H -36.660 -7.547 1.885
H -37.544 -9.256 1.968
H -37.799 -7.959 3.048
H -38.445 -6.488 1.154
H -39.698 -7.712 1.516
C -43.904 -10.844 -2.434
C -45.202 -9.930 -2.175
O -44.930 -8.602 -2.496
C -44.207 -7.730 -1.752
O -43.806 -7.914 -0.612
C -44.101 -6.290 -2.394
F -42.939 -6.200 -3.015
F -44.930 -5.969 -3.438
F -44.102 -5.362 -1.498
H -44.154 -11.875 -2.183
H -43.122 -10.713 -1.685
H -43.507 -10.785 -3.447
H -45.542 -9.858 -1.142
H -46.054 -10.195 -2.801
C -35.197 -3.747 2.770
C -36.392 -4.376 3.602
O -37.571 -4.172 2.863
C -38.795 -4.189 3.371
O -39.024 -4.499 4.530
C -39.889 -3.923 2.340
F -39.449 -3.692 1.105
F -40.602 -5.052 2.288
F -40.703 -2.984 2.854
H -35.043 -4.276 1.830
H -34.299 -3.846 3.381
H -35.286 -2.671 2.623
H -36.414 -3.931 4.597
H -36.347 -5.422 3.904
*
```

Values from the calculation:
Expectation value of S²: 2.04
Frontier orbital gap (alpha / beta) in eV: 7.8 / 3.5
Energy in eV: -162000.3443

Results of the Löwdin charge analysis, in e, for atoms 1 through 2:
1. O -0.15
2. V 1.19

---

[3]
The following is a quantum chemistry calculation of a 2-piece molecular cluster, C3H7ClN2O overall, from OMol25.

ORCA input file:
```
! RIJCOSX wB97M-V def2-TZVPD def2/J DEFGRID3
* xyz 0 1
C -1.437 0.067 1.148
C -1.083 0.544 -0.288
O -0.925 1.838 -0.493
N -0.914 -0.341 -1.166
Cl -0.703 0.167 -2.884
H -0.788 0.373 1.904
H -2.577 0.217 1.345
H -1.317 -1.056 1.069
H -0.891 2.057 -1.375
C 2.169 -0.779 0.577
N 2.010 -0.234 -0.549
H 2.412 -1.893 0.699
H 1.818 -0.068 1.430
H 2.227 -0.893 -1.417
*
```

Values from the calculation:
Energy relative to the best compared isomer or geometry (same formula, charge and spin) in kcal/mol: 49.97
Frontier orbital gap in eV: 10.6
Energy in eV: -20772.0206
SMILES: C/C(O)=N/Cl.C=N

Results of the natural (NBO) charge analysis, in e, for atoms 1 through 2:
1. C -0.66
2. C 0.55

---

[4]
The following is a quantum chemistry calculation of a 2-piece molecular cluster, C4H8O5S overall, from OMol25.

ORCA input file:
```
! RIJCOSX wB97M-V def2-TZVPD def2/J DEFGRID3
* xyz 0 1
O 3.566 1.798 -0.250
S 2.805 2.312 0.838
O 2.600 1.449 1.902
O 2.390 3.640 0.982
C -1.377 -0.033 0.500
C -0.320 0.926 1.083
O 0.674 1.180 0.022
C 1.213 -0.009 -0.633
C 0.083 -0.920 -1.049
O -0.605 -1.195 0.137
H -2.072 -0.350 1.230
H -1.864 0.521 -0.290
H -0.908 1.798 1.186
H 0.358 0.727 2.042
H 2.062 -0.437 -0.089
H 1.700 0.323 -1.535
H -0.617 -0.433 -1.742
H 0.528 -1.816 -1.372
*
```

Values from the calculation:
Energy relative to the best compared isomer or geometry (same formula, charge and spin) in kcal/mol: 40.86
Frontier orbital gap in eV: 9.9
Energy in eV: -25347.4924
SMILES: O=S(=O)=O.C1COCCO1

Results of the natural (NBO) charge analysis, in e, for atoms 1 through 2:
1. O -0.85
2. S 2.53

---

[5]
The following is a quantum chemistry calculation of a 2-piece molecular cluster, C3H11N2O2 overall, from OMol25.

ORCA input file:
```
! RIJCOSX wB97M-V def2-TZVPD def2/J DEFGRID3
* xyz 1 1
C -0.260 -2.885 -0.897
N -1.235 -1.888 -0.688
O 0.208 -3.087 -1.978
H 0.127 -3.362 0.018
H -1.696 -1.973 0.213
H -1.921 -1.924 -1.437
C -0.112 1.940 0.956
O 0.093 1.998 2.345
C 1.040 1.097 0.425
N 0.626 0.378 -0.830
H -0.094 2.937 0.510
H -1.071 1.464 0.708
H -0.451 2.694 2.729
H 1.929 1.682 0.209
H 1.263 0.326 1.165
H 0.396 1.036 -1.577
H -0.216 -0.222 -0.679
H 1.374 -0.214 -1.192
*
```

Values from the calculation:
Energy relative to the best compared isomer or geometry (same formula, charge and spin) in kcal/mol: 39.90
Frontier orbital gap in eV: 11.0
Energy in eV: -10358.0220

Results of the natural (NBO) charge analysis, in e, for atoms 1 through 2:
1. C 0.52
2. N -0.90

---

[6]
The following is a quantum chemistry calculation of C4H6BaLiO2 as an isolated structure, from OMol25.

ORCA input file:
```
! RIJCOSX wB97M-V def2-TZVPD def2/J DEFGRID3
* xyz 2 2
O 0.697 -0.327 0.096
C -0.524 0.029 0.137
C -1.505 -0.614 0.893
Ba 2.961 1.026 -1.285
Li 1.323 -1.944 0.955
H -0.820 0.879 -0.493
H -1.229 -1.089 1.838
C -2.889 -0.281 0.776
C -3.192 -0.685 -0.590
O -3.648 0.074 1.781
H -3.770 0.406 -0.505
H -2.601 -1.512 -1.007
H -4.136 -1.102 -0.959
H -3.321 0.789 2.340
*
```

Values from the calculation:
Expectation value of S²: 0.75
Energy relative to the best compared isomer or geometry (same formula, charge and spin) in kcal/mol: 65.59
Frontier orbital gap (alpha / beta) in eV: 4.5 / 8.8
Energy in eV: -9219.1268

Results of the natural (NBO) charge analysis, in e, for atoms 1 through 2:
1. O -0.95
2. C 0.33

---

[7]
The following is a quantum chemistry calculation of C2H11NO4 as an isolated structure, from OMol25.

ORCA input file:
```
! RIJCOSX wB97M-V def2-TZVPD def2/J DEFGRID3
* xyz -1 2
O -0.373 2.487 -0.426
C 0.566 1.567 -0.827
C 0.485 0.182 -0.164
N 0.449 0.233 1.248
H 0.638 1.441 -1.921
H 1.279 -0.453 -0.536
H 1.555 1.990 -0.558
H -0.480 0.511 1.581
H 0.624 -0.761 1.529
H -0.461 -0.258 -0.534
H 1.225 -3.025 1.551
O 0.923 -2.392 0.892
H -1.234 1.839 0.166
H -2.805 1.956 0.807
O -2.098 1.314 0.726
H 0.522 -2.709 -0.482
H -0.449 -3.197 -1.689
O 0.330 -2.662 -1.509
*
```

Values from the calculation:
Expectation value of S²: 0.76
Energy relative to the best compared isomer or geometry (same formula, charge and spin) in kcal/mol: 46.82
Frontier orbital gap (alpha / beta) in eV: 9.2 / 5.4
Energy in eV: -11930.4629

Results of the natural (NBO) charge analysis, in e, for atoms 1 through 2:
1. O -0.73
2. C -0.05

---

[8]
The following is a quantum chemistry calculation of C8H12F18FeO6P3 as an isolated structure, from OMol25.

ORCA input file:
```
! RIJCOSX wB97M-V def2-TZVPD def2/J DEFGRID3
* xyz -1 5
Fe 0.518 0.024 3.387
P 4.780 2.846 4.663
F 5.485 2.948 6.099
F 3.775 4.072 4.761
F 5.726 3.867 3.885
F 3.971 2.582 3.244
F 5.712 1.575 4.346
F 3.719 1.828 5.280
P -1.039 -3.812 5.727
F -0.824 -4.373 7.188
F -1.134 -5.360 5.159
F -2.602 -3.899 6.158
F -1.575 -3.106 4.331
F -0.962 -2.295 6.105
F 0.550 -3.809 5.121
P -3.307 4.282 5.097
F -3.756 3.213 6.183
F -4.167 3.516 4.045
F -4.506 5.289 5.333
F -2.741 5.302 3.927
F -2.582 5.050 6.312
F -2.051 3.259 4.853
C -3.191 0.737 -5.904
C -3.726 1.427 -4.658
C -4.847 0.644 -3.915
O -4.378 0.788 -2.532
C -3.046 1.172 -2.549
O -2.347 1.188 -1.519
O -2.603 1.484 -3.719
H -2.195 1.014 -6.249
H -3.788 0.951 -6.790
H -3.194 -0.340 -5.738
H -3.966 2.467 -4.879
H -5.045 -0.384 -4.219
H -5.763 1.206 -4.097
C 4.692 -2.722 -5.214
C 3.456 -2.174 -4.517
C 2.407 -3.366 -4.331
O 2.019 -3.158 -3.011
C 2.934 -2.509 -2.321
O 2.743 -2.124 -1.166
O 3.826 -2.055 -3.158
H 5.407 -3.191 -4.539
H 5.240 -1.824 -5.497
H 4.574 -3.219 -6.177
H 3.082 -1.257 -4.971
H 2.978 -4.294 -4.347
H 1.738 -3.459 -5.187
*
```

Values from the calculation:
Expectation value of S²: 6.01
Energy relative to the best compared isomer or geometry (same formula, charge and spin) in kcal/mol: 322.53
Frontier orbital gap (alpha / beta) in eV: 5.8 / 2.1
Energy in eV: -131953.1162

Results of the natural (NBO) charge analysis, in e, for atoms 1 through 2:
1. Fe 1.45
2. P 2.60

---

Q: energy of number 2 (C28H15B4F9O39V)?
A: -162000.3443 eV

---

Q: Which formula does entry 7 have?
A: C2H11NO4